Formula: C40H37NO23
Source: OMol25
Level of theory: ωB97M-V/def2-TZVPD

Each line ends with the Mulliken charge.
Atoms and positions in Å:
C 2.407713 -7.274802 1.064533  0.15
C 3.261043 -6.449322 0.905097  -1.75
C 4.531796 -5.714693 0.805930  2.58
C 5.442445 -6.244424 -0.320585  -1.29
C 4.932528 -7.470189 -1.081618  -0.60
N 5.859691 -7.798272 -2.190257  -0.68
C 5.220599 -5.580884 2.168658  -1.38
C 6.192183 -6.687037 2.614891  -0.87
C 5.816433 -8.142777 2.327263  -0.56
O 6.619805 -8.662499 1.262981  -0.28
C 7.115961 -9.949168 1.562577  -0.90
O 4.198160 -4.318209 0.396660  -0.46
C 2.896139 -3.975370 0.442654  -0.06
O 2.259585 -3.718021 -0.537851  -0.57
H 1.467006 -7.766881 1.166726  0.53
H 6.457809 -6.413375 0.028481  0.22
H 5.497164 -5.458876 -1.072421  0.61
H 4.812713 -8.326176 -0.429185  0.32
H 3.985630 -7.214227 -1.552637  0.42
H 6.464218 -7.006922 -2.366664  0.27
H 6.449521 -8.557474 -1.873708  0.29
H 5.795919 -4.656896 2.105515  0.35
H 4.474247 -5.398680 2.939972  0.39
H 7.203447 -6.525086 2.251054  0.44
H 6.264631 -6.601365 3.699509  0.46
H 6.063818 -8.731534 3.213049  0.58
H 4.754789 -8.297108 2.139031  0.26
H 7.834333 -9.927868 2.385747  0.31
H 6.289577 -10.622070 1.805665  0.37
H 7.624501 -10.354610 0.691531  0.25
H 2.422568 -3.866740 1.427012  0.50
C -2.271805 -1.494521 1.002579  -1.00
C -2.659729 -0.265120 0.644605  -0.08
C -2.030972 0.461675 -0.509006  1.22
O -2.461169 1.571487 -0.772600  -0.72
C -0.956632 -0.183500 -1.229112  -0.82
C -0.555902 -1.417318 -0.875299  0.27
C -1.206918 -2.158903 0.266924  1.08
O -0.811045 -3.277894 0.526537  -0.60
O 0.419792 -2.054337 -1.491604  -0.56
O -3.623014 0.402602 1.272992  -0.53
H -2.720898 -2.026624 1.829207  0.47
H -0.500770 0.358613 -2.045540  0.55
H 0.523265 -2.926329 -1.046436  0.33
H -3.698603 1.261101 0.810172  0.32
C -9.549362 2.169517 2.834055  -1.02
C -8.599092 3.011991 2.407899  0.37
C -7.197306 2.547702 2.121031  1.15
O -6.396246 3.371458 1.719025  -0.66
C -6.874408 1.150865 2.340363  -1.00
C -7.822552 0.307532 2.769089  0.29
C -9.231392 0.765457 3.032411  0.91
O -10.038271 -0.065731 3.403395  -0.63
O -7.599108 -0.981160 2.992103  -0.56
O -8.815874 4.305491 2.205895  -0.57
H -10.559976 2.491310 3.041166  0.42
H -5.860751 0.828711 2.147672  0.57
H -8.450839 -1.353926 3.290433  0.36
H -7.966438 4.676364 1.898730  0.37
C 0.467783 5.461597 -0.406731  -1.08
C 0.741220 6.529854 -1.162498  0.25
C 0.090245 6.749241 -2.500295  0.95
O 0.382968 7.759285 -3.115057  -0.65
C -0.842810 5.746942 -2.982403  -0.91
C -1.116079 4.672265 -2.228303  0.36
C -0.484423 4.468800 -0.880762  0.83
O -0.813049 3.472520 -0.271730  -0.42
O -1.954639 3.716368 -2.609748  -0.54
O 1.603957 7.477184 -0.791605  -0.52
H 0.932492 5.303487 0.554546  0.53
H -1.295103 5.899560 -3.952374  0.59
H -1.983109 3.047027 -1.884874  0.43
H 1.610180 8.129759 -1.517870  0.36
C -4.210316 3.433824 -5.440250  -0.83
C -3.936007 4.502862 -6.197919  0.05
C -4.587580 4.721573 -7.534470  0.91
O -4.296457 5.728663 -8.151593  -0.63
C -5.523809 3.719388 -8.015557  -1.02
C -5.797143 2.647858 -7.259447  0.31
C -5.162821 2.443285 -5.909972  1.09
O -5.478980 1.452173 -5.279599  -0.65
O -6.639572 1.693370 -7.634712  -0.56
O -3.075337 5.444019 -5.824379  -0.47
H -3.745180 3.274499 -4.476698  0.64
H -5.975607 3.876528 -8.984600  0.42
H -6.652668 1.044919 -6.904728  0.37
H -3.061532 6.103854 -6.543832  0.35
C 4.613739 6.335850 3.901949  -0.89
C 3.535781 6.599720 3.150420  0.29
C 2.250534 5.833358 3.312220  1.07
O 1.313714 6.151974 2.603871  -0.64
C 2.198977 4.763813 4.291352  -1.06
C 3.278507 4.498562 5.038948  0.39
C 4.556075 5.281968 4.898552  1.02
O 5.482884 4.987029 5.629342  -0.62
O 3.307524 3.537592 5.952477  -0.57
O 3.519182 7.542456 2.218234  -0.57
H 5.541440 6.879980 3.797111  0.43
H 1.275612 4.210014 4.385634  0.46
H 4.201930 3.566217 6.343866  0.36
H 2.627517 7.525805 1.817190  0.33

Forces on the atoms, in the same order (eV/Å):
-0.97 0.51 -0.04
0.97 -0.72 0.24
-0.18 0.78 -0.13
-0.28 -0.11 -0.26
0.46 0.49 -0.74
-0.20 -0.38 0.64
0.54 0.09 -0.02
-0.58 -0.16 0.29
0.77 -0.24 0.26
-0.08 0.10 -0.05
-0.21 -0.17 -0.18
-0.09 -0.29 -0.03
-0.62 0.32 -0.22
0.37 -0.05 -0.09
0.21 -0.28 0.02
0.00 -0.15 0.22
0.02 0.24 0.12
-0.09 -0.14 -0.01
-0.28 -0.09 0.28
0.09 0.00 -0.13
0.21 0.06 -0.16
0.03 0.07 -0.05
-0.20 -0.12 -0.04
0.01 0.03 -0.24
0.05 0.13 0.06
-0.11 0.01 0.15
-0.08 0.07 -0.23
-0.05 0.05 0.15
0.05 -0.14 0.12
0.00 0.17 -0.17
0.30 -0.26 0.25
0.07 -0.13 0.01
-0.11 -0.18 0.28
0.47 -0.16 -0.33
-0.58 -0.15 -0.05
-0.15 0.21 0.03
0.15 0.17 -0.32
-0.28 0.05 0.27
0.14 -0.02 -0.12
-0.50 -0.16 0.25
0.04 0.17 -0.19
-0.02 0.01 0.00
0.03 -0.04 -0.02
0.39 0.15 -0.07
0.00 0.05 0.02
-0.09 -0.14 0.05
-0.31 0.05 0.07
0.23 -0.36 0.02
-0.10 0.19 -0.01
0.14 0.07 -0.05
0.28 -0.01 -0.07
-0.23 0.37 -0.01
0.10 -0.20 0.03
-0.17 0.02 0.04
0.17 -0.03 -0.04
0.00 0.02 -0.01
-0.01 -0.05 0.01
-0.03 -0.02 0.00
0.03 0.02 -0.02
0.01 -0.22 0.08
0.08 -0.09 0.26
-0.31 -0.24 -0.23
0.18 0.13 0.12
0.09 0.21 -0.11
-0.24 0.05 -0.47
0.18 0.21 0.07
0.34 0.14 0.30
0.20 0.02 0.31
-0.06 0.04 -0.12
-0.06 0.02 0.02
-0.03 -0.02 0.01
-0.12 -0.11 -0.05
-0.01 0.03 -0.04
-0.04 -0.17 0.15
0.10 -0.14 0.32
-0.26 -0.19 -0.25
0.15 0.11 0.11
0.05 0.14 -0.06
-0.10 0.10 -0.30
0.29 0.22 0.22
-0.15 -0.13 -0.13
0.05 -0.05 0.16
-0.03 0.12 -0.19
0.03 0.04 0.00
-0.02 -0.02 0.00
-0.01 -0.03 0.03
-0.02 0.01 -0.03
0.11 -0.07 0.12
0.29 0.16 -0.04
-0.09 -0.27 0.24
0.03 0.13 -0.08
-0.13 0.06 -0.11
-0.29 -0.13 -0.01
0.16 0.34 -0.26
-0.06 -0.19 0.13
0.16 0.07 0.01
-0.20 -0.11 0.04
-0.01 0.02 -0.02
0.01 -0.01 0.02
0.03 0.00 0.03
0.00 0.01 -0.07

Its charge is 0. The strongest force on any atom comes out at 1.2 eV Å⁻¹. The HOMO-LUMO gap is 7.753 eV. As for the multiplicity: 1. The total energy comes out at -3331.58237 a.u. The value obtained for the highest occupied orbital energy is -9.2676 eV.

Formula: C5H13N2O
Source: OMol25
Level of theory: ωB97M-V/def2-TZVPD

Each line ends with the Mulliken charge.
Atoms and positions in Å:
C 0.089663 0.501492 -1.446263  -0.86
C -0.466561 0.814128 -0.065163  0.34
C 0.976359 -1.334845 0.145559  -0.31
C -2.031026 0.718227 -0.133851  -1.65
C 1.053931 0.702595 1.816358  -0.79
N 0.158785 0.002489 0.888992  -0.11
N 0.514806 -0.951924 -1.323862  -0.11
O 0.505933 -2.529385 0.504696  -0.47
H -0.624587 0.883322 -2.133611  0.42
H 0.994452 1.130781 -1.651001  0.30
H -0.227263 1.830393 0.285684  0.41
H 1.990798 -1.386289 0.387956  0.55
H -2.482612 1.542823 -0.633456  0.44
H -2.314291 0.784001 0.886293  0.44
H -2.385179 -0.138721 -0.587527  0.35
H 1.316404 1.660884 1.362699  0.34
H 0.574024 0.903718 2.826403  0.27
H 2.002420 0.106551 1.876097  0.27
H -0.410079 -1.490830 -1.648455  0.44
H 1.195379 -1.174649 -1.981188  0.34
H -0.431356 -2.574758 0.623641  0.38

Forces on the atoms, in the same order (eV/Å):
2.86 1.80 1.68
-1.60 1.16 -0.80
-5.36 3.48 1.20
2.21 1.28 1.36
0.45 -0.36 0.43
2.44 -4.54 0.11
-4.21 -0.25 -0.33
0.94 -0.42 -0.30
-0.69 -1.17 -1.36
-0.39 -0.88 0.27
-0.24 0.03 -0.86
1.90 0.75 -0.61
-0.05 0.85 -0.56
-0.79 -0.25 0.90
-0.70 -2.14 -0.78
0.22 0.15 0.27
0.71 -0.51 -1.21
-0.86 0.68 0.65
2.66 0.73 1.27
1.66 -0.59 -1.61
-1.17 0.23 0.27

Its charge is +1. The strongest force on any atom comes out at 6.5 eV Å⁻¹. The HOMO-LUMO gap is 9.639 eV. As for the multiplicity: 1. The total energy comes out at -382.72839 a.u. The energy relative to the best compared isomer or geometry (same formula, charge and spin) comes out at 83.6 kcal/mol. The value obtained for the highest occupied orbital energy is -13.1291 eV.

Formula: C22H35N2O6SSr
Source: OMol25
Level of theory: ωB97M-V/def2-TZVPD

Each line ends with the Mulliken charge.
Atoms and positions in Å:
Sr -0.348654 0.244032 0.539458  2.65
C -0.938046 2.167181 -1.988679  -0.77
C -1.696759 0.929037 -2.456357  -0.76
O -1.827384 0.055399 -1.320698  -0.11
C -2.084966 -1.333508 -1.595901  -0.59
C -2.443188 -1.999346 -0.274180  -0.80
O -1.389913 -1.837084 0.714687  -0.41
C -0.396874 -2.884573 0.784333  -0.51
C 0.650885 -2.454890 1.807332  -0.66
O 1.219134 -1.166518 1.482028  -0.41
C 2.494269 -1.118093 0.811560  -0.66
C 2.396966 -1.492988 -0.657567  -0.63
O 1.326427 -0.783201 -1.314942  0.05
C 1.666243 0.194356 -2.324462  -0.67
C 1.473992 1.615439 -1.826055  -0.61
O 0.205391 1.815133 -1.200969  -0.12
H -1.573287 2.755865 -1.331357  0.29
H -0.652580 2.781146 -2.842259  0.45
H -1.160330 0.413132 -3.255685  0.34
H -2.680492 1.213225 -2.827869  0.48
H -1.196813 -1.786511 -2.047659  0.30
H -2.923515 -1.446955 -2.284683  0.50
H -2.666144 -3.054551 -0.424165  0.48
H -3.323280 -1.512804 0.140019  0.31
H 0.052208 -3.042367 -0.200775  0.24
H -0.857310 -3.817828 1.111149  0.53
H 1.428718 -3.213659 1.895165  0.47
H 0.172487 -2.341924 2.777113  0.34
H 3.209788 -1.769658 1.315979  0.49
H 2.835643 -0.088650 0.921599  0.14
H 2.199108 -2.555892 -0.781083  0.30
H 3.355009 -1.283516 -1.137378  0.50
H 1.028903 -0.013753 -3.179982  0.29
H 2.700377 0.065662 -2.649799  0.46
H 1.612171 2.317378 -2.651425  0.46
H 2.212004 1.845517 -1.057314  0.20
C -0.134694 4.007924 6.040353  -1.18
C 0.242301 4.737770 4.763064  -0.68
N 0.966995 3.870497 3.808345  0.21
C 2.427988 3.946517 3.901795  -0.96
C 3.019815 4.991462 2.971645  -0.99
C 0.335806 3.074297 2.936146  0.24
S 1.288913 2.176514 1.798761  -0.41
N -1.024622 3.135444 3.063822  -0.10
C -1.906668 2.400312 2.425306  -0.33
O -1.679991 1.481567 1.572692  -1.10
C -3.344820 2.666472 2.764458  0.55
C -3.681550 3.558854 3.776352  -0.16
C -5.012221 3.798666 4.083347  -0.75
C -6.017705 3.149833 3.378120  -0.38
C -5.688888 2.256176 2.366305  -0.75
C -4.354937 2.015051 2.064631  -0.32
H -0.636392 4.686791 6.734644  0.36
H 0.749332 3.606845 6.543977  0.40
H -0.811317 3.181817 5.814427  0.26
H 0.911547 5.570618 4.980101  0.47
H -0.637269 5.140021 4.276089  0.42
H 2.840035 2.963885 3.696907  0.45
H 2.653910 4.191616 4.940447  0.44
H 2.816217 4.732336 1.931351  0.22
H 4.101966 5.050469 3.110562  0.39
H 2.599378 5.979976 3.172928  0.33
H -2.889168 4.056952 4.318388  0.32
H -5.266233 4.493702 4.874118  0.42
H -7.056914 3.340707 3.617147  0.39
H -6.471957 1.749338 1.814835  0.41
H -4.082946 1.323317 1.278834  0.27

Forces on the atoms, in the same order (eV/Å):
1.43 0.64 -0.52
0.17 -0.36 0.05
0.21 -0.26 0.20
-0.71 -0.31 -1.00
0.05 0.23 0.15
0.43 0.14 0.12
-0.64 -1.61 -0.26
-0.08 0.24 -0.07
0.06 0.24 -0.37
1.05 -1.50 0.47
-0.34 -0.13 0.06
-0.15 0.23 -0.22
0.39 0.19 0.06
0.02 -0.33 0.21
-0.26 0.00 0.05
0.08 0.41 -0.94
-0.01 0.06 0.10
0.02 0.05 -0.08
0.03 -0.08 -0.01
-0.11 0.01 -0.04
0.05 0.02 -0.03
-0.07 0.03 -0.04
0.04 -0.09 -0.02
0.01 0.02 0.13
-0.04 0.03 -0.02
-0.07 -0.04 0.03
0.05 -0.04 -0.05
0.01 0.08 0.10
0.03 -0.05 0.03
-0.08 0.05 0.10
-0.05 -0.12 -0.01
0.01 0.03 -0.02
-0.10 -0.04 -0.08
0.03 -0.02 0.01
0.01 0.03 -0.05
-0.02 0.07 0.09
-0.01 -0.10 0.06
0.14 -0.16 -0.20
0.14 0.09 0.12
-0.15 0.01 0.10
0.02 0.07 -0.08
-0.48 0.10 -0.02
0.18 0.50 0.54
0.41 -0.07 -0.01
-0.02 -0.08 -0.05
-1.77 1.78 1.58
0.17 0.06 -0.02
-0.08 0.08 0.09
0.02 -0.01 0.00
0.00 -0.02 -0.02
0.09 0.01 0.01
-0.11 0.00 -0.01
0.05 -0.03 -0.07
-0.06 0.02 -0.05
0.04 0.04 0.01
0.01 0.01 0.00
-0.09 -0.01 -0.10
0.04 -0.05 -0.05
0.03 -0.01 0.01
0.01 0.01 0.07
-0.07 -0.01 -0.01
0.02 -0.05 -0.01
-0.02 -0.01 -0.02
0.00 -0.02 -0.03
0.04 -0.01 -0.01
0.04 0.02 0.02
0.00 -0.01 -0.01

Its charge is +1. The strongest force on any atom comes out at 3.0 eV Å⁻¹. The HOMO-LUMO gap is 8.176 eV. As for the multiplicity: 1. The total energy comes out at -1849.01741 a.u. The energy relative to the best compared isomer or geometry (same formula, charge and spin) comes out at 30.9 kcal/mol. The value obtained for the highest occupied orbital energy is -10.3298 eV.

Formula: C4H12NS2
Source: OMol25
Level of theory: ωB97M-V/def2-TZVPD

Each line ends with the Mulliken charge.
Atoms and positions in Å:
C 1.451637 2.507579 -0.243381  -0.77
S 1.312998 1.186744 -1.508237  -0.15
S 0.072170 2.201772 -2.901735  -0.14
H 1.848130 3.339727 -0.823153  0.36
H 2.126547 2.226974 0.588845  0.33
H 0.455551 2.775835 0.137712  0.30
H -0.934565 2.310046 -1.970846  0.15
C -0.096157 -1.779882 2.383386  -1.17
C -0.008141 -1.329815 0.964461  0.02
C -1.023731 -1.485246 0.092344  -0.17
N -0.968713 -1.017307 -1.271064  -0.02
H -1.093643 -2.122866 2.737027  0.33
H 0.608034 -2.616451 2.485270  0.31
H 0.293535 -0.988028 3.043544  0.33
H 0.839756 -0.672093 0.775387  0.18
H -1.959757 -1.944568 0.365132  0.38
H -0.145653 -0.404366 -1.464191  -0.11
H -0.956169 -1.755201 -1.908779  0.38
H -1.821830 -0.432854 -1.481724  0.44

Forces on the atoms, in the same order (eV/Å):
-0.15 0.02 -0.14
-0.16 0.62 -0.32
-0.05 -0.52 1.36
0.12 0.14 0.41
-0.33 -0.01 -0.65
0.37 -0.19 -0.05
0.35 0.10 -0.74
0.15 -0.41 0.43
-1.76 0.77 -0.30
1.37 -0.10 1.83
-1.21 2.52 0.32
0.65 0.32 -0.46
-0.14 0.05 0.18
-0.31 -0.27 -0.19
0.06 -0.52 -0.57
-0.03 -0.23 -0.07
0.09 0.13 0.38
-0.03 -1.71 -1.50
1.01 -0.68 0.08

Its charge is +1. The strongest force on any atom comes out at 2.8 eV Å⁻¹. The HOMO-LUMO gap is 9.590 eV. As for the multiplicity: 1. The total energy comes out at -1010.45481 a.u. The energy relative to the best compared isomer or geometry (same formula, charge and spin) comes out at 25.5 kcal/mol. The value obtained for the highest occupied orbital energy is -12.9040 eV.

Which value of HOMO-LUMO gap does entry 1 give? 7.753 eV

What is the formula in the second record? C5H13N2O